Record 1
This record from the Open Molecules 2025 dataset describes C23H30F4N2O4PS3Sc as an isolated structure. The level of theory is ωB97M-V with the def2-TZVPD basis set.

ORCA input file:
```
! RIJCOSX wB97M-V def2-TZVPD def2/J DEFGRID3
* xyz 0 1
Sc 1.24227 -0.05230 -0.13631
C 2.64806 1.36809 -2.79470
N 2.52471 0.04922 -2.15222
C 2.01289 -0.90175 -3.15901
C 3.85806 -0.39618 -1.68499
C 4.28439 0.30920 -0.40353
N 3.15230 0.32709 0.51471
C 3.32662 0.45079 1.85848
C 2.19546 0.31284 2.67512
F 0.99293 0.10238 2.00927
C 2.18260 0.37260 4.04187
F 1.02427 0.21376 4.69123
C 3.35622 0.59754 4.73121
C 4.49508 0.76697 3.96950
F 5.65829 1.01054 4.58584
C 4.49786 0.70749 2.58944
F 5.66312 0.92885 1.95151
H 3.31352 1.29671 -3.66204
H 3.04360 2.09690 -2.09402
H 1.66856 1.71001 -3.12007
H 2.70210 -0.96372 -4.00971
H 1.04312 -0.55860 -3.51481
H 1.89914 -1.88523 -2.71300
H 4.61128 -0.22215 -2.46169
H 3.79501 -1.46637 -1.48899
H 4.63759 1.32482 -0.60712
H 5.12258 -0.24987 0.00971
H 3.38439 0.65139 5.80973
O -4.16978 -6.11312 0.00639
C -3.75258 -5.15139 0.86263
O -4.47266 -4.81583 1.76045
C -2.40421 -4.55222 0.61954
C -1.47615 -5.05280 -0.28770
C -0.24958 -4.43426 -0.46468
C 0.08746 -3.28698 0.25730
S 1.66072 -2.52179 -0.00411
C -0.84201 -2.80332 1.18590
C -2.06342 -3.42562 1.36113
H -3.51811 -6.25443 -0.68820
H -1.67602 -5.94806 -0.86882
H 0.46701 -4.83437 -1.17089
H -0.59986 -1.93821 1.78584
H -2.77862 -3.05677 2.08484
C -3.29637 2.14978 -2.88560
C -2.53604 3.22878 -2.13887
C -1.33159 3.73628 -2.90479
O -2.18280 2.78804 -0.79553
P -1.02555 1.83115 -0.28393
S 0.80353 2.59445 -0.33058
S -1.10100 0.00824 -1.14663
O -1.37650 1.69320 1.25138
C -2.66447 1.57182 1.92907
C -3.56305 0.54614 1.26323
C -3.31008 2.93426 2.07500
H -3.67391 2.56772 -3.82032
H -4.14328 1.79113 -2.29807
H -2.65061 1.30340 -3.11734
H -3.20996 4.05748 -1.93027
H -0.66510 2.91263 -3.16922
H -0.76584 4.46219 -2.32220
H -1.67608 4.21179 -3.82412
H -2.36765 1.20998 2.91098
H -3.81765 0.85876 0.25014
H -4.48642 0.45207 1.83644
H -3.08114 -0.43023 1.21460
H -3.68630 3.29297 1.11808
H -2.59625 3.65937 2.46781
H -4.14408 2.85675 2.77575
*
```

Summary:
lowest unoccupied orbital energy: 0.244 eV
frontier orbital gap: 8.23 eV
ΔE to the lowest compared entry with this formula, charge and spin: 0.0000 eV
E_tot: -4001.25289 Eh
max |F|: 1.19 eV/Å
HOMO level: -8.0 eV

Charges obtained by natural (NBO) population analysis, quoted in units of e: 1.37 -0.41 -0.50 -0.42 -0.23 -0.22 -0.77 0.10 0.29 -0.33 0.36 -0.30 -0.38 0.36 -0.30 0.29 -0.32 0.18 0.22 0.22 0.19 0.22 0.24 0.20 0.23 0.19 0.21 0.25 -0.67 0.78 -0.57 -0.23 -0.17 -0.24 -0.10 -0.34 -0.26 -0.09 0.48 0.19 0.22 0.22 0.23 -0.64 0.12 -0.64 -0.85 1.72 -0.54 -0.58 -0.85 0.12 -0.64 -0.63 0.22 0.22 0.23 0.19 0.21 0.23 0.22 0.20 0.21 0.22 0.23 0.22 0.22 0.22

Record 2
This record from the Open Molecules 2025 dataset describes one molecule with the formula C23H30FN3O2S. The level of theory is ωB97M-V with the def2-TZVPD basis set.

ORCA input file:
```
! RIJCOSX wB97M-V def2-TZVPD def2/J DEFGRID3
* xyz 0 1
C -2.11193 -1.27011 -3.46404
C -1.87836 0.10373 -2.88414
O -2.33536 1.12361 -3.36173
N -1.10535 0.12779 -1.76838
C -0.80872 1.31432 -1.11613
S -1.35873 2.82432 -1.75805
C -0.59785 3.66323 -0.43999
C 0.02107 2.81823 0.42702
C -0.08318 1.45218 0.03484
C 0.48306 0.31667 0.84822
C -0.53300 -0.07341 1.90101
C -1.82087 -0.46000 1.54632
C -2.74889 -0.80041 2.51355
C -2.41597 -0.75637 3.85689
C -1.13561 -0.36586 4.19743
F -0.78713 -0.31481 5.50072
C -0.19171 -0.02736 3.24568
N 0.84337 -0.83577 0.01325
C 1.21200 -1.98598 0.83672
C 2.02335 -3.00733 0.01293
N 1.72809 -2.95050 -1.40317
C 0.39606 -3.42499 -1.74471
C 0.41491 -4.95710 -1.82531
O 1.39948 -5.39944 -2.72021
C 2.09719 -1.64084 -1.92430
C 1.94175 -0.51281 -0.88763
C 0.73495 3.31045 1.64998
C 0.35193 4.75874 1.95264
C 0.41560 5.60806 0.68645
C -0.65438 5.14586 -0.30285
H -2.27015 -2.00755 -2.68170
H -1.24864 -1.56245 -4.05957
H -2.97856 -1.23403 -4.11788
H -0.65176 -0.69267 -1.37141
H 1.38756 0.68464 1.36776
H -2.10197 -0.48662 0.50611
H -3.74399 -1.09894 2.22095
H -3.12508 -1.01338 4.62719
H 0.79681 0.26680 3.56558
H 0.29112 -2.43945 1.21430
H 1.81318 -1.67858 1.70781
H 3.09343 -2.81061 0.12252
H 1.83089 -4.01338 0.38694
H 0.14769 -3.04775 -2.73804
H -0.37857 -3.10272 -1.03459
H -0.54345 -5.32536 -2.19882
H 0.58372 -5.38912 -0.82750
H 2.18772 -4.86656 -2.54510
H 3.14639 -1.68675 -2.24078
H 1.49437 -1.42523 -2.80759
H 1.72278 0.42825 -1.39400
H 2.88041 -0.37731 -0.32422
H 1.81661 3.24239 1.48807
H 0.48565 2.67773 2.50505
H -0.66500 4.78636 2.34911
H 1.02179 5.16318 2.71376
H 1.40246 5.50301 0.23114
H 0.26451 6.66102 0.92932
H -1.64463 5.44204 0.05931
H -0.51107 5.61895 -1.27674
*
```

Summary:
lowest unoccupied orbital energy: 0.540 eV
frontier orbital gap: 8.21 eV
ΔE to the lowest compared entry with this formula, charge and spin: 0.0000 eV
SMILES string: CC(=O)Nc1sc2c(c1[C@@H](c1cccc(F)c1)N1CCN(CCO)CC1)CCCC2
E_tot: -1707.24876 Eh
max |F|: 0.89 eV/Å
HOMO level: -7.7 eV

Charges obtained by natural (NBO) population analysis, quoted in units of e: -0.71 0.68 -0.60 -0.66 -0.03 0.50 -0.21 -0.08 -0.06 -0.09 -0.01 -0.18 -0.20 -0.29 0.41 -0.33 -0.29 -0.47 -0.24 -0.23 -0.47 -0.25 -0.06 -0.72 -0.21 -0.26 -0.42 -0.39 -0.39 -0.43 0.22 0.23 0.25 0.45 0.19 0.21 0.22 0.23 0.23 0.21 0.18 0.20 0.21 0.20 0.18 0.18 0.15 0.48 0.20 0.20 0.23 0.17 0.20 0.21 0.20 0.21 0.20 0.21 0.21 0.22

Record 3
This record from the Open Molecules 2025 dataset describes one molecule with the formula C23H30N4O2. The level of theory is ωB97M-V with the def2-TZVPD basis set.

ORCA input file:
```
! RIJCOSX wB97M-V def2-TZVPD def2/J DEFGRID3
* xyz 0 1
C 2.70340 9.28113 0.69716
C 2.52183 7.85173 0.21120
O 1.82556 7.14218 1.21772
C 1.52899 5.83368 1.02214
C 1.86240 5.09621 -0.11261
C 1.50508 3.76565 -0.20174
C 0.81086 3.14265 0.83248
C 0.44473 1.75136 0.71499
N 0.70313 0.96455 -0.29153
C 0.16575 -0.24801 0.03711
C 0.23729 -1.40657 -0.90206
N 0.39783 -2.66662 -0.18952
C 1.71636 -2.69979 0.43013
C 1.87097 -3.90005 1.35315
C 1.66941 -5.17763 0.55096
C 0.31234 -5.10169 -0.13580
C 0.20103 -3.85389 -1.02161
C -1.15190 -3.86209 -1.74727
C -2.34074 -3.63094 -0.80518
N -3.53357 -3.32274 -1.54330
C -3.93023 -2.11485 -1.99101
C -5.09191 -2.31231 -2.70085
C -5.31241 -3.69366 -2.62717
N -4.36261 -4.28587 -1.92906
C -0.41618 -0.14592 1.27070
C -1.13022 -1.11649 2.13553
O -0.23453 1.12988 1.70367
C 0.47867 3.88269 1.96959
C 0.83328 5.20780 2.06146
H 3.23585 9.86135 -0.05095
H 3.26899 9.28836 1.62478
H 1.73397 9.73647 0.87970
H 3.50007 7.38538 0.02946
H 1.94659 7.83937 -0.72494
H 2.39930 5.55056 -0.93033
H 1.75722 3.18582 -1.07512
H -0.69010 -1.42597 -1.47622
H 1.06311 -1.21819 -1.60891
H 1.84100 -1.77580 0.99852
H 2.50851 -2.73038 -0.34093
H 2.86086 -3.87940 1.81144
H 1.12389 -3.84401 2.14652
H 1.71592 -6.05363 1.20014
H 2.45933 -5.26949 -0.19833
H -0.46507 -5.06164 0.62744
H 0.14855 -5.98895 -0.74921
H 0.99151 -3.90981 -1.79778
H -1.16540 -3.10093 -2.52978
H -1.27086 -4.82638 -2.24411
H -2.11507 -2.80489 -0.12821
H -2.54555 -4.53224 -0.22576
H -3.38053 -1.22150 -1.76953
H -5.69310 -1.57657 -3.19425
H -6.11518 -4.26737 -3.04579
H -0.89691 -2.12202 1.79777
H -0.81809 -0.99118 3.17067
H -2.20828 -0.95722 2.08682
H -0.05903 3.40664 2.77521
H 0.58394 5.79320 2.93240
*
```

Summary:
lowest unoccupied orbital energy: 0.790 eV
frontier orbital gap: 8.53 eV
ΔE to the lowest compared entry with this formula, charge and spin: 2.2761 eV
SMILES string: CCOc1ccc(-c2nc(CN3CCCC[C@H]3CCn3cccn3)c(C)o2)cc1
E_tot: -1263.92619 Eh
max |F|: 1.20 eV/Å
HOMO level: -7.7 eV

Charges obtained by natural (NBO) population analysis, quoted in units of e: -0.62 -0.06 -0.49 0.32 -0.31 -0.16 -0.08 0.47 -0.47 0.06 -0.24 -0.46 -0.22 -0.40 -0.39 -0.40 -0.04 -0.41 -0.21 -0.16 -0.06 -0.34 -0.06 -0.27 0.25 -0.67 -0.41 -0.17 -0.26 0.21 0.21 0.21 0.17 0.17 0.22 0.23 0.21 0.19 0.21 0.16 0.21 0.20 0.21 0.20 0.20 0.21 0.17 0.21 0.22 0.21 0.23 0.22 0.23 0.21 0.25 0.23 0.22 0.22 0.22

Record 4
This record from the Open Molecules 2025 dataset describes C23H30N6PtS5 as an isolated structure. The level of theory is ωB97M-V with the def2-TZVPD basis set.

ORCA input file:
```
! RIJCOSX wB97M-V def2-TZVPD def2/J DEFGRID3
* xyz 0 1
Pt 0.10840 0.19730 -0.69410
S 4.90290 4.95950 0.38820
C 3.77350 3.95680 -0.22850
S 2.07490 4.34100 -0.28620
C 1.51420 2.80600 -0.92140
C 2.49400 1.86550 -1.18020
S 2.20710 0.30290 -1.81220
S 4.14120 2.37510 -0.86710
S -0.14980 2.59270 -1.21600
C -0.63470 1.55490 2.18450
N -2.03230 1.18940 2.19460
C -2.64950 1.29240 3.50480
C -2.57420 0.38690 1.24040
N -1.86020 -0.14200 0.29550
C -2.42060 -0.73970 -0.83970
C -3.43920 -0.10520 -1.53030
C -4.09620 -0.73670 -2.58610
C -3.75280 -2.00890 -2.95360
C -2.65160 -2.65220 -2.35210
C -2.22740 -3.91770 -2.80470
C -1.08560 -4.48780 -2.31160
C -0.34830 -3.83730 -1.32320
C -0.75880 -2.62380 -0.79790
N 0.04190 -1.97120 0.13690
C 0.49940 -2.55640 1.19610
N -0.04730 -3.69600 1.76340
C 0.81220 -4.81090 2.10200
C -1.42550 -4.05340 1.54470
N 1.57010 -2.05580 1.88390
C 2.39880 -1.04900 1.26920
C 1.56240 -2.00910 3.32870
C -1.93500 -2.00020 -1.31060
N -3.92470 0.10500 1.44230
C -4.44360 -1.20420 1.13220
C -4.90610 1.16310 1.32280
H -0.53170 2.61000 2.44530
H -0.21810 1.38900 1.18140
H -0.06770 0.94960 2.90220
H -2.11570 2.05100 4.07530
H -2.57980 0.34260 4.04640
H -3.69460 1.58170 3.44240
H -3.71920 0.89620 -1.23760
H -4.89250 -0.21220 -3.09190
H -4.29290 -2.52030 -3.73750
H -2.80120 -4.41600 -3.57090
H -0.73430 -5.43720 -2.68680
H 0.57390 -4.27020 -0.96310
H 1.85250 -4.49790 2.08640
H 0.67660 -5.62490 1.38010
H 0.56680 -5.19360 3.09590
H -1.99850 -3.15350 1.34360
H -1.81380 -4.51510 2.45520
H -1.56370 -4.75400 0.71250
H 2.61660 -1.34190 0.24440
H 3.33550 -0.98100 1.82150
H 1.91990 -0.05650 1.26180
H 0.86600 -2.73640 3.73170
H 1.27020 -1.01020 3.67800
H 2.56330 -2.22150 3.70920
H -3.63990 -1.93480 1.17880
H -4.91490 -1.26030 0.14470
H -5.18770 -1.46160 1.89080
H -4.42040 2.13700 1.31570
H -5.61780 1.11460 2.15290
H -5.46930 1.05090 0.38800
*
```

Summary:
lowest unoccupied orbital energy: -0.276 eV
frontier orbital gap: 5.97 eV
E_tot: -3333.21838 Eh
max |F|: 2.70 eV/Å
HOMO level: -6.2 eV

Charges obtained by natural (NBO) population analysis, quoted in units of e: 0.57 -0.08 -0.56 0.45 -0.45 -0.45 -0.11 0.45 -0.11 -0.41 -0.41 -0.40 0.68 -0.61 0.18 -0.26 -0.19 -0.23 0.05 -0.21 -0.20 -0.25 0.17 -0.59 0.67 -0.46 -0.41 -0.40 -0.43 -0.42 -0.40 -0.15 -0.48 -0.40 -0.41 0.21 0.23 0.18 0.22 0.19 0.21 0.22 0.22 0.21 0.21 0.22 0.21 0.23 0.19 0.20 0.21 0.20 0.20 0.24 0.21 0.20 0.22 0.19 0.21 0.21 0.20 0.20 0.22 0.20 0.20